(1)
A molecular structure, C51H43CuN11OP2Se, computed with the ωB97M-V functional and the def2-TZVPD basis.

Results
**Net charge**: +2
**F_max**: 0.01510 hartree/bohr
**Total energy**: -200574.3280 eV
**Multiplicity**: 2
**Energy above the lowest of the compared OMol25 structures with the same formula, charge and spin**: 70.25 kJ/mol
**HOMO energy (spin up / spin down)**: -12.315 / -12.315 eV
**Kohn-Sham gap (spin up / spin down)**: 6.51 / 4.75 eV

The geometry in XYZ format:
```
110
C51H43CuN11OP2Se the ωB97M-V functional and the def2-TZVPD basis
Cu 0.068 0.044 -0.239
C -1.297 3.538 2.364
N -0.941 2.388 1.519
P 0.532 2.238 0.717
C 1.030 3.885 0.196
C 1.634 4.775 1.086
C 1.956 6.053 0.659
C 1.692 6.444 -0.648
C 1.089 5.564 -1.536
C 0.758 4.286 -1.115
C 1.766 1.678 1.917
C 3.118 2.001 1.759
C 4.066 1.443 2.602
C 3.680 0.557 3.602
C 2.341 0.212 3.747
C 1.390 0.756 2.895
P -2.069 1.512 0.601
C -3.241 2.713 -0.082
C -2.847 3.367 -1.253
C -3.653 4.340 -1.820
C -4.868 4.657 -1.226
C -5.267 4.011 -0.063
C -4.462 3.037 0.513
C -3.032 0.553 1.794
C -4.155 -0.141 1.329
C -4.850 -0.987 2.175
C -4.429 -1.156 3.490
C -3.315 -0.472 3.957
C -2.610 0.373 3.107
H -1.391 4.449 1.773
H -0.536 3.685 3.131
H -2.247 3.340 2.857
H 1.843 4.482 2.108
H 2.417 6.747 1.350
H 1.959 7.440 -0.976
H 0.881 5.871 -2.553
H 0.290 3.594 -1.808
H 3.426 2.695 0.986
H 5.112 1.707 2.490
H 4.422 0.138 4.271
H 2.039 -0.472 4.530
H 0.349 0.464 2.988
H -1.903 3.110 -1.723
H -3.342 4.846 -2.726
H -5.508 5.409 -1.671
H -6.209 4.266 0.405
H -4.778 2.557 1.428
H -4.482 -0.014 0.302
H -5.723 -1.518 1.816
H -4.975 -1.817 4.150
H -2.998 -0.588 4.986
H -1.748 0.915 3.480
C 5.577 0.186 -1.135
N 4.133 0.463 -1.216
C 3.128 -0.180 -0.634
N 1.977 0.312 -1.075
C 2.371 1.284 -1.958
N 3.668 1.394 -2.079
C 6.090 -0.409 -2.426
C 7.086 0.214 -3.161
C 7.491 -0.322 -4.379
C 6.886 -1.460 -4.880
C 5.885 -2.087 -4.140
C 5.504 -1.569 -2.910
C 5.182 -3.249 -4.680
N 5.333 -3.846 -5.808
N 4.345 -4.826 -5.870
C 3.681 -4.743 -4.772
O 4.158 -3.768 -3.958
C 2.488 -5.472 -4.345
C 1.844 -6.339 -5.217
C 0.670 -6.956 -4.813
C 0.131 -6.696 -3.561
C 0.782 -5.839 -2.679
C 0.178 -5.617 -1.310
N 0.650 -4.405 -0.632
C 0.761 -3.153 -1.088
N 1.201 -2.354 -0.125
C 1.344 -3.215 0.925
N 1.024 -4.459 0.663
C 1.969 -5.242 -3.072
H 5.715 -0.496 -0.296
H 6.081 1.125 -0.917
H 3.240 -0.969 0.091
H 1.685 1.895 -2.526
H 7.552 1.119 -2.784
H 8.272 0.167 -4.946
H 7.166 -1.869 -5.843
H 4.732 -2.075 -2.338
H 2.259 -6.511 -6.202
H 0.161 -7.636 -5.483
H -0.796 -7.177 -3.264
H 0.425 -6.434 -0.637
H -0.907 -5.571 -1.386
H 0.529 -2.861 -2.103
H 1.705 -2.915 1.900
H 2.517 -4.598 -2.397
Se -1.889 -2.769 0.965
N -1.526 -1.401 -0.118
C -2.406 -1.456 -1.119
C -2.469 -0.550 -2.222
C -3.441 -0.728 -3.151
C -4.398 -1.792 -3.055
C -4.371 -2.680 -2.033
C -3.366 -2.533 -1.028
N -3.242 -3.325 0.026
H -1.751 0.260 -2.302
H -3.501 -0.055 -3.998
H -5.161 -1.879 -3.818
H -5.086 -3.490 -1.956
```

***

(2)
A molecular structure, C51H44HoN8O5S2 at a distorted geometry, computed with the ωB97M-V functional and the def2-TZVPD basis.

Results
**Net charge**: +1
**F_max**: 0.11184 hartree/bohr
**Total energy**: -123222.7638 eV
**Multiplicity**: 5
**HOMO energy (spin up / spin down)**: -10.167 / -10.168 eV
**Kohn-Sham gap (spin up / spin down)**: 6.31 / 6.30 eV

The geometry in XYZ format:
```
111
C51H44HoN8O5S2 the ωB97M-V functional and the def2-TZVPD basis
Ho -13.412 2.475 16.297
C -18.670 2.465 13.836
C -18.682 1.248 14.531
C -17.513 0.662 15.008
C -16.323 1.408 14.927
C -16.263 2.510 14.089
C -17.452 3.063 13.639
N -15.213 1.014 15.663
N -15.416 -0.134 16.329
C -14.378 -0.570 17.076
C -14.578 -1.801 17.737
C -13.477 -2.498 18.241
C -12.186 -1.944 18.079
C -12.044 -0.637 17.607
C -13.109 0.100 17.093
H -19.579 2.878 13.486
H -19.615 0.783 14.835
H -17.508 -0.228 15.641
H -15.242 2.915 13.860
H -17.364 3.928 13.041
H -15.588 -2.188 17.729
H -13.675 -3.354 18.898
H -11.351 -2.514 18.571
H -11.006 -0.296 17.572
O -17.007 2.690 23.226
C -16.390 3.711 22.617
O -16.929 4.782 22.643
C -15.058 3.421 21.846
C -14.555 2.102 21.649
C -13.674 1.912 20.595
C -13.258 2.967 19.772
C -13.645 4.297 20.125
C -14.526 4.501 21.190
N -12.624 2.624 18.628
C -11.313 2.829 18.600
C -10.529 3.021 17.435
C -9.327 3.797 17.629
C -8.468 3.858 16.537
C -8.877 3.412 15.256
C -10.125 2.762 15.141
N -10.977 2.660 16.193
H -16.656 1.781 22.971
H -14.957 1.330 22.289
H -13.310 0.949 20.349
H -13.245 5.060 19.467
H -14.786 5.515 21.436
H -10.743 2.918 19.508
H -9.157 4.217 18.626
H -7.431 4.197 16.654
H -8.289 3.583 14.384
H -10.407 2.230 14.230
O -13.701 4.767 16.828
S -13.118 5.421 15.578
O -11.771 5.955 15.652
N -13.462 4.187 14.614
C -13.122 4.128 13.265
C -12.859 5.190 12.356
C -12.443 4.824 11.067
C -12.366 3.531 10.623
C -12.563 2.482 11.513
C -12.582 1.103 11.213
C -12.806 0.168 12.162
C -12.881 0.554 13.501
N -12.923 1.831 13.903
C -12.916 2.793 12.875
C -14.183 6.820 15.304
C -15.390 6.711 14.606
C -16.169 7.834 14.326
C -15.777 9.042 14.916
C -14.548 9.156 15.539
C -13.782 8.024 15.820
H -13.105 6.239 12.612
H -12.189 5.643 10.368
H -12.155 3.365 9.590
H -12.320 0.815 10.191
H -12.979 -0.897 11.944
H -13.023 -0.162 14.268
H -15.776 5.782 14.243
H -17.004 7.778 13.597
H -16.372 9.919 14.852
H -14.198 10.096 15.879
H -12.877 8.075 16.448
C -17.659 7.541 20.211
C -18.692 6.924 19.264
C -18.094 5.866 18.280
N -17.685 4.622 18.938
C -17.667 3.370 18.334
S -16.384 2.315 18.397
N -18.774 2.939 17.585
C -20.181 3.139 17.534
O -20.752 2.776 16.505
C -20.843 3.471 18.780
C -20.307 3.471 20.083
C -21.123 3.817 21.159
C -22.467 4.195 20.998
C -22.984 4.249 19.730
C -22.176 3.893 18.642
H -18.138 8.366 20.784
H -16.836 7.996 19.667
H -17.304 6.806 20.945
H -19.212 7.676 18.625
H -19.505 6.465 19.825
H -17.265 6.362 17.708
H -18.772 5.602 17.483
H -16.937 4.695 19.627
H -18.495 2.338 16.810
H -19.257 3.252 20.170
H -20.726 3.852 22.184
H -23.079 4.374 21.894
H -23.935 4.735 19.542
H -22.573 3.912 17.652
```

***

(3)
A molecular structure, C51H45Br2N9O4SSr at a distorted geometry, computed with the ωB97M-V functional and the def2-TZVPD basis.

Results
**Net charge**: -2
**F_max**: 0.10365 hartree/bohr
**Total energy**: -226970.3845 eV
**HOMO energy (spin up / spin down)**: -1.357 / -0.971 eV
**Kohn-Sham gap (spin up / spin down)**: 5.07 / 4.69 eV

The geometry in XYZ format:
```
113
C51H45Br2N9O4SSr the ωB97M-V functional and the def2-TZVPD basis
Sr 0.050 -0.425 0.044
C -3.595 -0.925 -2.759
C -2.060 -0.847 -2.695
N -1.476 -2.008 -1.899
N -1.765 -3.105 -2.421
C -1.428 -4.243 -1.638
O -0.615 -4.138 -0.720
C -2.103 -5.489 -2.063
C -1.687 -6.684 -1.467
C -2.443 -7.792 -1.680
C -3.588 -7.729 -2.450
C -3.971 -6.561 -3.073
C -3.167 -5.477 -2.963
C 0.140 -0.884 -4.145
C 0.876 -1.687 -5.023
C 2.261 -1.685 -5.061
C 2.983 -1.004 -4.096
C 2.152 -0.337 -3.167
N 0.804 -0.299 -3.139
H -3.970 -0.782 -1.756
H -3.939 -1.860 -3.232
H -3.932 -0.104 -3.376
H -0.743 -6.698 -0.896
H -2.186 -8.747 -1.179
H -4.204 -8.632 -2.525
H -4.935 -6.609 -3.601
H -3.437 -4.521 -3.445
H 0.301 -2.359 -5.691
H 2.785 -2.182 -5.854
H 4.076 -1.085 -3.993
H 2.624 0.234 -2.372
Br -1.260 5.035 -0.064
C -1.812 3.730 -1.221
C -2.958 3.876 -2.003
C -3.163 3.084 -3.148
Br -4.804 3.236 -4.155
C -2.317 2.022 -3.469
C -2.457 1.321 -4.748
C -1.901 0.107 -5.130
C -1.366 -0.940 -4.115
N -1.614 0.249 -1.916
C -1.640 1.470 -2.302
C -1.086 2.439 -1.290
O -0.130 2.049 -0.574
H -3.572 4.818 -1.845
H -3.113 1.767 -5.570
H -1.603 -0.113 -6.169
H -1.626 -1.985 -4.436
C -2.577 -3.196 3.727
C -2.118 -2.201 2.795
N -1.151 -2.476 1.875
O -0.936 -3.816 1.872
C -2.618 -0.842 2.677
C -3.937 -0.378 3.106
N -1.793 -0.008 2.012
O -2.172 1.207 1.848
H -1.693 -3.853 3.901
H -3.371 -3.835 3.252
H -2.906 -2.831 4.666
H -0.577 -4.030 0.939
H -4.710 -1.161 3.193
H -4.287 0.462 2.464
H -3.890 -0.008 4.166
C -0.178 4.623 5.858
C -0.784 3.657 4.805
C -2.040 2.952 5.330
C -1.224 4.457 3.536
C 0.247 2.589 4.511
C 0.861 1.879 5.632
C 1.930 1.029 5.422
C 2.297 0.667 4.116
S 3.420 -0.638 3.647
C 2.821 -0.403 2.010
N 1.885 0.495 1.826
C 1.594 1.181 3.006
C 0.610 2.233 3.228
C 3.279 -1.310 0.923
C 4.652 -1.725 0.814
C 5.000 -2.604 -0.246
C 4.090 -3.153 -1.106
C 2.777 -2.730 -1.019
C 2.474 -1.803 -0.057
H -0.681 5.614 5.706
H 0.902 4.790 5.769
H -0.385 4.263 6.923
H -2.842 3.625 5.582
H -1.847 2.308 6.230
H -2.345 2.273 4.511
H -2.031 5.108 3.702
H -1.560 3.715 2.736
H -0.426 5.039 3.054
H 0.436 2.150 6.629
H 2.498 0.527 6.213
H 0.081 2.657 2.327
H 5.330 -1.537 1.676
H 6.072 -2.788 -0.339
H 4.352 -3.795 -1.922
H 1.958 -3.072 -1.652
N 5.754 2.871 0.549
C 5.532 1.629 0.002
N 4.677 1.661 -0.975
C 4.339 3.013 -1.162
C 3.538 3.655 -2.148
C 3.450 5.019 -2.133
C 4.022 5.748 -1.083
C 4.706 5.130 -0.031
C 4.891 3.751 -0.084
H 6.244 3.006 1.458
H 6.095 0.778 0.355
H 3.055 2.982 -2.878
H 2.810 5.466 -2.895
H 4.056 6.803 -1.212
H 4.961 5.681 0.857
```

***

(4)
A molecular structure, C51H45N5OsP2S3, computed with the ωB97M-V functional and the def2-TZVPD basis.

Results
**Net charge**: +4
**F_max**: 0.01420 hartree/bohr
**Total energy**: -114582.9615 eV
**Multiplicity**: 5
**Energy above the lowest of the compared OMol25 structures with the same formula, charge and spin**: 0.00 kJ/mol
**HOMO energy (spin up / spin down)**: -15.172 / -15.172 eV
**Kohn-Sham gap (spin up / spin down)**: 4.12 / 1.85 eV

The geometry in XYZ format:
```
107
C51H45N5OsP2S3 the ωB97M-V functional and the def2-TZVPD basis
Os 1.063 -0.605 0.029
S 7.512 1.441 -2.355
C 7.510 1.470 -4.042
C 6.241 1.211 -4.605
C 5.292 0.988 -3.647
C 5.815 1.076 -2.332
C 5.093 0.902 -1.097
C 3.747 0.444 -1.116
N 3.040 0.272 -0.021
C 3.603 0.577 1.188
C 4.922 1.017 1.314
C 5.467 1.311 2.610
C 4.696 1.199 3.713
C 3.324 0.790 3.601
C 2.470 0.727 4.715
C 1.135 0.378 4.547
C 0.688 0.044 3.239
N 1.480 0.066 2.192
C 2.780 0.461 2.355
C 0.210 0.362 5.656
C -1.211 0.393 5.587
C -1.794 0.421 6.823
C -0.831 0.390 7.864
S 0.759 0.342 7.309
C 5.673 1.167 0.136
H 8.429 1.671 -4.578
H 6.065 1.199 -5.671
H 4.252 0.790 -3.867
H 3.247 0.208 -2.046
H 6.498 1.630 2.687
H 5.097 1.424 4.693
H 2.867 0.984 5.691
H -0.334 -0.279 3.064
H -1.756 0.414 4.653
H -2.856 0.468 7.018
H -1.036 0.385 8.928
H 6.698 1.512 0.218
C -7.508 -0.360 -2.050
S -5.825 -1.009 -2.114
C -4.951 0.436 -2.779
C -3.462 0.315 -2.473
C -3.185 0.381 -0.982
N -1.777 0.100 -0.631
P -0.433 1.105 -0.595
C 0.208 1.405 -2.263
C 1.191 2.387 -2.434
C 1.781 2.571 -3.676
C 1.402 1.773 -4.753
C 0.429 0.794 -4.587
C -0.166 0.609 -3.345
C -0.936 2.688 0.049
C -1.469 3.650 -0.811
C -1.962 4.838 -0.292
C -1.917 5.070 1.076
C -1.383 4.116 1.936
C -0.895 2.925 1.424
P -1.178 -1.331 0.039
C -1.836 -1.529 1.715
C -1.291 -2.539 2.511
C -1.774 -2.764 3.791
C -2.812 -1.981 4.287
C -3.349 -0.964 3.508
C -2.860 -0.731 2.226
C -1.883 -2.686 -0.897
C -2.991 -3.388 -0.422
C -3.592 -4.357 -1.214
C -3.087 -4.637 -2.474
C -1.974 -3.950 -2.951
C -1.376 -2.981 -2.167
H -8.142 -1.167 -1.687
H -7.849 -0.076 -3.043
H -7.580 0.484 -1.369
H -5.375 1.344 -2.342
H -5.094 0.490 -3.857
H -2.908 1.100 -2.998
H -3.106 -0.648 -2.858
H -3.797 -0.367 -0.480
H -3.465 1.358 -0.573
H 1.466 3.034 -1.607
H 2.504 3.365 -3.816
H 1.833 1.942 -5.732
H 0.107 0.200 -5.432
H -0.953 -0.125 -3.229
H -1.501 3.475 -1.881
H -2.378 5.584 -0.956
H -2.299 6.000 1.476
H -1.346 4.312 2.999
H -0.474 2.178 2.088
H -0.508 -3.181 2.117
H -1.369 -3.570 4.391
H -3.218 -2.183 5.270
H -4.175 -0.371 3.881
H -3.296 0.058 1.629
H -3.407 -3.177 0.554
H -4.459 -4.888 -0.845
H -3.559 -5.392 -3.089
H -1.580 -4.174 -3.934
H -0.514 -2.451 -2.544
N 2.313 -3.393 -0.486
C 2.777 -4.239 -1.420
C 2.599 -3.635 -2.645
C 2.001 -2.408 -2.360
N 1.827 -2.261 -1.043
H 2.231 -3.552 0.505
H 3.181 -5.201 -1.148
H 2.842 -4.041 -3.611
H 1.675 -1.629 -3.032
```

***

Q: net charge of number 4 (C51H45N5OsP2S3)?
A: +4

***

Q: Look up the net charge of the third one.
A: -2